This record from the Open Molecules 2025 dataset describes a molecular structure, C42H63N2P2RuSeSi at a distorted geometry. The level of theory is wB97M-V/def2-TZVPD.

```
! wB97M-V def2-TZVPD RIJCOSX def2/J DEFGRID3
* xyz 3 5
Ru -0.818 0.132 0.596
C -2.637 -2.298 -1.880
Si -1.289 -1.000 -1.477
C -1.722 0.647 -2.400
C -2.704 0.618 -3.387
C -3.001 1.753 -4.129
C -2.335 2.943 -3.876
C -1.379 3.000 -2.873
C -1.067 1.866 -2.131
P 0.193 1.847 -0.808
C 1.746 1.643 -1.839
C 2.098 2.898 -2.637
C 3.223 2.575 -3.627
C 4.266 1.626 -3.039
C 4.262 1.678 -1.520
C 2.922 1.176 -0.969
C 0.172 3.555 -0.050
C 1.352 3.824 0.882
C 1.187 5.209 1.521
C -0.119 5.305 2.300
C -1.303 5.010 1.389
C -1.134 3.637 0.743
C 0.487 -1.749 -1.582
C 1.078 -1.938 -2.825
C 2.359 -2.460 -2.927
C 3.082 -2.732 -1.776
C 2.510 -2.541 -0.525
C 1.197 -2.095 -0.413
P 0.247 -1.950 1.165
C -0.357 -3.586 1.867
C 0.720 -4.499 2.459
C 1.475 -5.287 1.397
C 0.510 -6.093 0.539
C -0.515 -5.171 -0.115
C -1.280 -4.371 0.937
C 1.162 -1.262 2.668
C 0.896 0.255 2.690
C 1.712 0.906 3.799
C 3.209 0.824 3.465
C 3.532 -0.371 2.560
C 2.655 -1.568 2.906
H -2.601 -2.534 -2.938
H -3.643 -1.965 -1.651
H -2.462 -3.229 -1.359
H -3.238 -0.295 -3.597
H -3.756 1.710 -4.901
H -2.561 3.830 -4.448
H -0.887 3.939 -2.666
H 1.478 0.851 -2.553
H 2.423 3.686 -1.956
H 1.235 3.263 -3.194
H 3.693 3.520 -3.912
H 2.812 2.149 -4.545
H 5.259 1.875 -3.418
H 4.066 0.599 -3.359
H 4.440 2.706 -1.199
H 5.071 1.071 -1.114
H 2.810 1.537 0.057
H 2.929 0.084 -0.945
H 0.175 4.290 -0.864
H 2.303 3.791 0.347
H 1.377 3.069 1.672
H 1.199 5.971 0.740
H 2.033 5.398 2.181
H -0.217 6.308 2.719
H -0.114 4.607 3.140
H -1.370 5.776 0.615
H -2.233 5.028 1.958
H -1.993 3.417 0.099
H -1.102 2.880 1.546
H 0.533 -1.689 -3.723
H 2.794 -2.640 -3.899
H 4.095 -3.100 -1.845
H 3.104 -2.733 0.354
H -0.963 -3.204 2.707
H 0.200 -5.210 3.108
H 1.411 -3.937 3.090
H 2.189 -5.949 1.887
H 2.035 -4.608 0.751
H 0.000 -6.826 1.166
H 1.056 -6.642 -0.227
H -1.221 -5.763 -0.697
H -0.005 -4.484 -0.796
H -1.857 -5.070 1.548
H -1.991 -3.686 0.466
H 0.585 -1.705 3.494
H -0.192 0.436 2.875
H 1.209 0.701 1.720
H 1.494 0.382 4.733
H 1.417 1.947 3.941
H 3.766 0.737 4.399
H 3.539 1.744 2.980
H 4.578 -0.644 2.692
H 3.398 -0.105 1.508
H 2.801 -1.800 3.963
H 2.976 -2.444 2.345
C -5.183 1.549 -0.800
N -5.244 0.233 -0.226
C -6.163 -0.728 -0.517
C -5.925 -1.786 0.306
N -4.861 -1.462 1.092
C -4.330 -2.256 2.164
C -4.443 -0.227 0.754
Se -3.032 0.724 1.534
H -5.877 1.607 -1.635
H -4.174 1.769 -1.157
H -5.466 2.292 -0.051
H -6.930 -0.609 -1.257
H -6.453 -2.715 0.386
H -4.690 -3.278 2.075
H -4.659 -1.850 3.124
H -3.237 -2.252 2.132
*
```

The expectation value of S² is 6.02. The value obtained for the energy relative to the best compared isomer or geometry (same formula, charge and spin) is 11.28 kJ/mol. The HOMO-LUMO gap (alpha / beta) comes out at 7.29 / 6.01 eV.

Löwdin population analysis, charges in e, atoms 1 to 8: 0.702, -0.138, 0.682, -0.298, -0.093, -0.033, -0.013, -0.061

This record from the Open Molecules 2025 dataset describes a molecular structure, C42H64O32Rb at a distorted geometry. The level of theory is wB97M-V/def2-TZVPD.

```
! wB97M-V def2-TZVPD RIJCOSX def2/J DEFGRID3
* xyz -1 1
Rb 0.955 -2.566 -2.697
O 0.101 -2.434 0.372
C 0.170 -0.973 0.541
C -0.053 0.100 -0.648
O 0.865 0.099 -1.788
H 1.119 -0.737 1.022
H -0.612 -0.769 1.273
H -0.048 1.058 -0.127
H -1.072 0.075 -1.033
C 1.164 -6.470 0.222
C -0.056 -5.901 0.969
C -1.290 -5.587 0.063
O -2.261 -6.422 0.681
C -1.791 -7.134 1.718
O -2.440 -7.908 2.461
O -0.479 -6.899 1.853
H 1.445 -5.740 -0.536
H 0.938 -7.463 -0.167
H 2.005 -6.481 0.915
H 0.383 -5.089 1.549
H -1.166 -5.925 -0.966
H -1.536 -4.530 0.165
C 2.723 4.212 2.075
C 1.960 2.867 2.122
C 2.703 1.670 2.734
O 1.723 1.222 3.693
C 0.657 2.109 3.684
O -0.368 1.902 4.356
O 0.840 3.106 2.851
H 3.601 4.108 1.438
H 2.982 4.627 3.049
H 2.099 4.975 1.609
H 1.760 2.600 1.084
H 3.654 2.054 3.104
H 2.953 0.874 2.033
C 4.080 -3.904 1.370
C 3.335 -2.725 1.945
C 2.286 -3.070 2.920
O 2.845 -2.665 4.162
C 3.954 -1.996 4.003
O 4.640 -1.520 4.898
O 4.273 -1.968 2.714
H 4.855 -3.503 0.717
H 3.394 -4.472 0.742
H 4.501 -4.700 1.984
H 2.973 -2.153 1.091
H 1.906 -4.092 2.932
H 1.456 -2.405 2.683
C -3.517 0.956 4.744
C -3.501 1.635 3.358
C -2.817 0.908 2.259
O -3.640 1.084 1.156
C -4.793 1.569 1.474
O -5.658 1.956 0.672
O -4.870 1.689 2.824
H -3.805 -0.093 4.674
H -4.314 1.405 5.337
H -2.553 1.045 5.246
H -3.006 2.598 3.478
H -2.550 -0.119 2.505
H -1.874 1.320 1.899
C -4.042 0.377 -2.111
C -3.832 -1.144 -2.128
C -3.522 -1.737 -0.743
O -4.406 -2.797 -0.616
C -5.266 -2.772 -1.646
O -6.186 -3.542 -1.798
O -5.050 -1.757 -2.459
H -4.577 0.807 -1.264
H -4.562 0.665 -3.025
H -3.079 0.883 -2.179
H -3.052 -1.372 -2.856
H -3.675 -0.936 -0.019
H -2.486 -2.073 -0.782
C -1.138 -0.288 -6.065
C -1.136 0.704 -4.927
C -0.137 1.808 -5.132
O -0.795 2.945 -4.646
C -2.123 2.742 -4.749
O -3.046 3.564 -4.669
O -2.401 1.362 -4.895
H -0.339 -1.028 -6.070
H -1.103 0.206 -7.036
H -2.088 -0.824 -6.056
H -0.949 0.156 -4.004
H -0.008 1.886 -6.211
H 0.841 1.502 -4.761
C -2.383 3.529 -1.124
C -1.606 3.965 0.155
C -0.593 5.119 -0.117
O -0.951 6.107 0.844
C -1.973 5.730 1.581
O -2.516 6.406 2.497
O -2.371 4.459 1.226
H -3.236 2.883 -0.917
H -1.769 2.956 -1.819
H -2.671 4.425 -1.673
H -1.082 3.073 0.499
H -0.679 5.490 -1.138
H 0.400 4.726 0.101
C 4.152 0.289 -0.224
C 4.742 -0.102 -1.618
C 3.965 0.273 -2.887
O 4.952 0.587 -3.823
C 6.085 0.850 -3.235
O 7.111 1.281 -3.797
O 5.938 0.590 -1.884
H 4.773 -0.054 0.603
H 3.140 -0.105 -0.128
H 4.035 1.369 -0.131
H 5.024 -1.152 -1.689
H 3.319 1.121 -2.661
H 3.376 -0.601 -3.164
C -3.520 -2.849 2.903
C -2.015 -3.132 3.326
C -1.256 -2.062 4.080
O -0.691 -2.831 5.105
C -1.100 -4.047 5.121
O -0.664 -4.881 5.885
O -2.034 -4.222 4.188
H -3.624 -2.016 2.208
H -4.186 -2.619 3.735
H -3.945 -3.730 2.422
H -1.392 -3.305 2.449
H -1.857 -1.233 4.453
H -0.515 -1.550 3.465
C 2.827 3.760 -5.177
C 2.485 4.361 -3.787
C 1.746 3.492 -2.807
O 2.455 3.674 -1.567
C 3.689 4.155 -1.821
O 4.626 4.247 -1.023
O 3.739 4.458 -3.135
H 1.879 3.676 -5.708
H 3.251 2.772 -4.998
H 3.501 4.350 -5.798
H 1.934 5.296 -3.889
H 1.690 2.432 -3.057
H 0.724 3.844 -2.668
*
```

The HOMO-LUMO gap comes out at 5.76 eV.

Löwdin population analysis, charges in e, atoms 1 to 8: 0.734, -0.451, -0.359, -0.365, -0.517, 0.056, 0.056, 0.056

This record from the Open Molecules 2025 dataset describes a molecular structure, C42H66BiI2OP3S3Si. The level of theory is wB97M-V/def2-TZVPD.

```
! wB97M-V def2-TZVPD RIJCOSX def2/J DEFGRID3
* xyz 0 1
Bi 0.812 -0.367 0.907
C -2.897 -4.836 1.833
C -1.733 -4.105 1.172
C -1.933 -4.023 -0.341
P -1.343 -2.412 1.813
C -1.390 -2.558 3.662
C -1.235 -1.169 4.279
C -0.323 -3.504 4.205
C -2.845 -1.404 1.487
C -4.004 -1.636 2.237
C -5.147 -0.881 2.062
C -5.145 0.136 1.120
C -4.004 0.375 0.376
C -2.828 -0.375 0.529
Si -1.367 0.091 -0.651
C -1.646 1.974 -0.839
C -2.570 2.378 -1.811
C -3.056 3.671 -1.878
C -2.632 4.610 -0.951
C -1.697 4.245 0.001
C -1.179 2.949 0.058
P 0.134 2.544 1.273
C -0.476 3.347 2.819
C -1.738 2.607 3.266
C 0.567 3.350 3.934
C 1.600 3.505 0.670
C 2.835 3.219 1.542
C 1.405 5.008 0.492
C -1.931 -0.594 -2.344
C -3.167 -1.239 -2.437
C -3.753 -1.508 -3.665
C -3.128 -1.104 -4.835
C -1.892 -0.481 -4.764
C -1.272 -0.253 -3.539
P 0.441 0.354 -3.347
C 1.410 -1.004 -4.215
C 1.549 -0.931 -5.735
C 0.854 -2.376 -3.834
C 0.617 1.766 -4.538
C -0.365 2.890 -4.230
C 2.054 2.281 -4.429
H -2.971 -5.845 1.422
H -3.843 -4.331 1.632
H -2.773 -4.929 2.912
H -0.809 -4.662 1.372
H -2.844 -3.469 -0.576
H -2.034 -5.025 -0.763
H -1.099 -3.529 -0.843
H -2.372 -2.954 3.942
H -2.034 -0.496 3.966
H -0.274 -0.722 4.007
H -1.263 -1.240 5.368
H 0.671 -3.064 4.131
H -0.296 -4.464 3.689
H -0.514 -3.700 5.261
H -4.015 -2.415 2.986
H -6.028 -1.081 2.658
H -6.026 0.745 0.966
H -4.035 1.178 -0.347
H -2.936 1.652 -2.527
H -3.772 3.941 -2.643
H -3.019 5.620 -0.971
H -1.367 4.993 0.710
H -0.734 4.382 2.575
H -1.478 1.604 3.606
H -2.476 2.516 2.467
H -2.204 3.133 4.101
H 1.004 2.362 4.078
H 0.087 3.654 4.867
H 1.375 4.053 3.734
H 1.770 3.065 -0.320
H 2.971 4.014 2.275
H 3.727 3.182 0.917
H 2.773 2.273 2.082
H 1.148 5.492 1.437
H 0.640 5.247 -0.245
H 2.344 5.448 0.148
H -3.701 -1.515 -1.536
H -4.710 -2.013 -3.706
H -3.593 -1.285 -5.794
H -1.397 -0.178 -5.679
H 2.407 -0.910 -3.774
H 0.580 -1.009 -6.230
H 2.150 -1.777 -6.078
H 2.037 -0.022 -6.082
H -0.036 -2.604 -4.422
H 0.571 -2.436 -2.784
H 1.595 -3.154 -4.029
H 0.431 1.410 -5.556
H -0.203 3.726 -4.915
H -0.229 3.259 -3.212
H -1.400 2.565 -4.333
H 2.239 2.662 -3.423
H 2.223 3.095 -5.139
H 2.796 1.506 -4.623
C 3.965 -3.311 -1.654
C 3.166 -2.154 -1.098
S 1.624 -2.652 -0.383
C 3.594 -0.882 -1.124
C 4.920 -0.517 -1.743
S 2.767 0.563 -0.548
H 3.363 -4.218 -1.661
H 4.851 -3.514 -1.049
H 4.287 -3.118 -2.679
H 5.479 -1.388 -2.074
H 5.526 0.030 -1.020
H 4.768 0.147 -2.597
I 2.539 -3.578 1.821
I 3.677 -4.362 4.463
C 3.660 -0.253 5.671
S 2.956 -0.710 4.086
C 4.473 -0.643 3.125
O 2.148 0.485 3.638
H 4.156 0.711 5.571
H 4.353 -1.035 5.977
H 2.840 -0.188 6.381
H 5.060 0.223 3.424
H 4.168 -0.548 2.083
H 5.020 -1.572 3.274
*
```

The value obtained for the energy relative to the best compared isomer or geometry (same formula, charge and spin) is 0.00 kJ/mol. The HOMO-LUMO gap comes out at 6.99 eV.

Löwdin population analysis, charges in e, atoms 1 to 8: 0.977, -0.106, -0.547, -0.118, 0.959, -0.557, -0.117, -0.149